This record from the Open Molecules 2025 dataset describes a molecular structure, C32H35AlCl4F2KLiNO8 at a distorted geometry. The level of theory is ωB97M-V/def2-TZVPD.

Each line ends with the Mulliken charge.
Element x y z (Å)
C (-2.680, -3.375, -2.586)  -0.46
C (-1.444, -2.563, -2.850)  -0.34
C (-0.193, -3.421, -2.676)  0.00
Cl (-0.325, -5.020, -3.498)  -0.19
C (-0.065, -3.554, -1.177)  -0.36
C (0.775, -2.783, -0.443)  -0.37
C (0.779, -2.952, 0.946)  1.42
C (1.670, -2.104, 1.830)  -0.08
O (2.571, -1.489, 1.380)  -0.43
O (1.395, -2.115, 3.158)  -0.49
C (-0.080, -3.898, 1.520)  -0.35
C (-0.905, -4.659, 0.708)  -0.42
C (-1.889, -5.656, 1.207)  -0.64
Cl (-2.841, -5.162, 2.567)  -0.13
C (-2.042, -6.882, 0.686)  0.54
C (-3.081, -7.785, 1.310)  -1.22
Cl (-1.062, -7.485, -0.603)  -0.14
N (-0.861, -4.474, -0.604)  0.04
H (-2.907, -4.126, -3.389)  0.37
H (-3.553, -2.675, -2.517)  0.27
H (-2.665, -3.861, -1.617)  0.02
H (-1.395, -1.805, -2.071)  0.23
H (-1.460, -1.981, -3.779)  0.26
H (0.676, -2.919, -3.095)  0.59
H (1.421, -2.031, -1.002)  0.63
H (1.267, -3.017, 3.469)  0.31
H (-0.161, -4.061, 2.584)  0.47
H (-4.039, -7.303, 1.128)  0.33
H (-2.905, -7.878, 2.379)  0.36
H (-3.123, -8.750, 0.811)  0.39
H (-1.487, -5.028, -1.189)  0.42
O (-1.428, 0.071, -3.107)  -0.46
C (-0.899, 0.962, -3.754)  0.05
C (-0.051, 2.142, -2.602)  -0.05
O (0.413, 3.027, -3.312)  -0.45
H (-1.568, 1.605, -4.357)  0.08
H (-0.098, 0.683, -4.465)  0.28
H (0.621, 1.430, -2.078)  0.26
H (-0.859, 2.388, -1.880)  0.21
C (-5.257, 4.161, -5.572)  -0.92
C (-4.085, 4.899, -4.962)  -0.61
C (-3.343, 3.764, -4.265)  -0.28
O (-3.597, 2.583, -5.031)  -0.30
C (-4.631, 2.823, -5.969)  -0.50
H (-5.719, 4.690, -6.421)  0.44
H (-6.013, 3.999, -4.814)  0.36
H (-3.467, 5.321, -5.755)  0.27
H (-4.369, 5.713, -4.280)  0.39
H (-3.724, 3.602, -3.247)  0.20
H (-2.269, 3.942, -4.208)  0.26
H (-4.188, 2.873, -6.966)  0.27
H (-5.337, 1.997, -5.951)  0.28
K (-7.138, 5.227, -4.585)  1.01
Li (-2.802, -3.144, -5.260)  0.89
C (2.365, 6.069, 5.987)  -0.48
C (3.645, 6.586, 5.815)  -0.48
C (4.615, 5.839, 5.171)  -0.54
C (4.314, 4.566, 4.703)  0.18
C (3.036, 4.038, 4.896)  0.11
C (2.061, 4.799, 5.529)  -0.50
C (2.706, 2.657, 4.445)  0.51
O (1.593, 2.200, 4.609)  -0.68
C (3.776, 1.848, 3.798)  0.27
C (3.505, 0.539, 3.422)  -0.37
C (4.485, -0.224, 2.807)  -0.31
C (5.739, 0.327, 2.560)  -0.70
C (6.017, 1.632, 2.936)  -0.61
C (5.042, 2.394, 3.564)  0.13
C (5.365, 3.781, 3.996)  0.61
O (6.458, 4.261, 3.783)  -0.66
H (1.605, 6.659, 6.483)  0.40
H (3.884, 7.575, 6.185)  0.40
H (5.609, 6.242, 5.033)  0.48
H (1.068, 4.395, 5.666)  0.47
H (2.531, 0.113, 3.612)  0.45
H (4.283, -1.236, 2.523)  0.42
H (6.502, -0.266, 2.073)  0.40
H (6.993, 2.057, 2.747)  0.49
O (4.989, -0.666, 6.649)  -0.65
H (4.125, -0.298, 6.859)  0.31
H (5.210, -0.273, 5.798)  0.34
Cl (-3.692, -5.452, -0.557)  -0.52
Al (-5.140, -3.697, -2.977)  0.53
F (1.344, -0.822, -1.936)  -0.83
F (-3.612, 0.415, -5.925)  -0.88

- molecular weight (g mol⁻¹) = 814.46
- charge = +1
- E_LUMO (eV) = -4.7

---

This record from the Open Molecules 2025 dataset describes a molecular structure, C32H35AuF2N3. The level of theory is ωB97M-V/def2-TZVPD.

Each line ends with the Mulliken charge.
Element x y z (Å)
Au (0.132, 0.230, 0.542)  2.33
F (5.277, -0.570, -0.638)  -0.32
C (4.335, -0.528, 0.303)  0.33
C (3.052, -0.145, -0.065)  -1.00
C (2.087, -0.084, 0.914)  -0.12
C (2.353, -0.527, 2.219)  -0.11
C (3.661, -0.882, 2.529)  0.69
F (3.956, -1.307, 3.764)  -0.32
C (4.676, -0.866, 1.596)  -0.80
C (1.182, -0.788, 3.049)  0.07
C (1.166, -1.079, 4.406)  -0.78
C (-0.034, -1.381, 5.024)  -0.56
C (-1.204, -1.396, 4.281)  -1.05
C (-1.140, -1.081, 2.941)  -0.32
N (0.019, -0.784, 2.342)  -0.24
H (2.851, 0.074, -1.101)  0.94
H (5.682, -1.161, 1.858)  0.53
H (2.088, -1.067, 4.962)  0.60
H (-0.053, -1.607, 6.082)  0.45
H (-2.158, -1.642, 4.723)  0.53
H (-2.023, -1.082, 2.321)  0.65
C (0.010, -3.476, -0.178)  -1.35
C (-1.009, -2.651, -0.968)  0.67
C (-1.345, -3.337, -2.296)  -1.65
C (-2.274, -2.386, -0.168)  1.42
C (-3.059, -3.467, 0.212)  -0.52
C (-4.257, -3.278, 0.877)  -1.58
C (-4.678, -1.992, 1.169)  -1.07
C (-3.929, -0.868, 0.825)  0.95
C (-4.514, 0.477, 1.257)  0.15
C (-3.552, 1.482, 1.907)  -1.30
C (-5.410, 1.087, 0.161)  -1.47
C (-2.716, -1.090, 0.144)  -1.02
N (-1.843, -0.013, -0.188)  0.53
C (-2.173, 0.933, -1.012)  0.33
C (-1.261, 1.955, -1.261)  -0.40
C (-1.456, 3.188, -1.861)  -1.79
C (-0.316, 3.925, -1.596)  -0.38
C (0.578, 3.129, -0.867)  -0.64
N (0.005, 1.898, -0.672)  -0.24
C (1.931, 3.639, -0.398)  2.78
C (2.117, 3.367, 1.099)  -1.32
C (2.012, 5.158, -0.601)  -2.36
C (3.056, 3.025, -1.237)  -1.03
H (0.923, -3.609, -0.761)  0.41
H (-0.386, -4.468, 0.048)  0.38
H (0.275, -3.004, 0.770)  0.18
H (-0.551, -1.694, -1.226)  0.08
H (-1.753, -4.336, -2.131)  0.32
H (-0.447, -3.441, -2.905)  0.45
H (-2.080, -2.764, -2.863)  0.39
H (-2.733, -4.472, -0.028)  0.42
H (-4.862, -4.126, 1.167)  0.39
H (-5.614, -1.847, 1.697)  0.48
H (-5.197, 0.207, 2.065)  0.73
H (-2.673, 1.732, 1.319)  0.04
H (-3.211, 1.111, 2.876)  0.27
H (-4.087, 2.414, 2.095)  0.52
H (-5.016, 0.950, -0.844)  0.31
H (-5.557, 2.155, 0.327)  0.40
H (-6.390, 0.611, 0.169)  0.36
H (-3.142, 0.930, -1.497)  0.67
H (-2.350, 3.508, -2.373)  0.51
H (-0.133, 4.940, -1.899)  0.48
H (1.303, 3.815, 1.672)  0.39
H (3.055, 3.809, 1.439)  0.46
H (2.153, 2.304, 1.327)  0.08
H (1.251, 5.686, -0.024)  0.47
H (1.911, 5.434, -1.651)  0.46
H (2.990, 5.502, -0.264)  0.46
H (3.076, 1.950, -1.158)  -0.17
H (4.022, 3.409, -0.905)  0.40
H (2.929, 3.286, -2.289)  0.46

- molecular weight (g mol⁻¹) = 696.62
- charge = +1
- E_LUMO (eV) = -4.0

---

no.,orbital gap (eV),energy (Ha),highest occupied orbital energy (eV)
1,5.004,-4786.851077,-9.66
2,6.922,-1739.848385,-10.88